Below is a cluster of 2 separate species, C5H10N in total at a distorted geometry, with properties calculated with the ωB97M-V functional and the def2-TZVPD basis.

## Properties
Gap between HOMO and LUMO (alpha / beta), eV: 6.70 / 3.36
LUMO energy (alpha / beta), Eh: -0.4276 / -0.5501
Multiplicity: 2
E, eV: -6812.782
Total charge: +2
<S²>: 0.7560

Geometry (Å):
1 H 1.8723 0.4363 -0.9131
2 N -0.2981 -0.3988 0.9492
3 H 1.2153 2.8252 -0.4147
4 C -0.4027 -2.1755 -0.4484
5 H -0.7455 -3.1659 -0.8828
6 C -0.8622 -1.6521 0.6923
7 H 0.2679 -1.6507 -1.1874
8 H -1.4753 -2.1614 1.4171
9 H -1.2025 -0.2238 2.7392
10 H 0.0938 0.2033 0.1841
11 C 1.0546 0.9737 -1.4290
12 C 0.7415 2.2575 -1.2048
13 H -0.1176 1.2154 2.2620
14 H 0.4578 0.4387 -2.1724
15 H -0.1003 2.8360 -1.6290
16 C -0.4991 0.2422 2.0379

---

Below is a structure of composition C5H10N2 at a distorted geometry, with properties calculated with the ωB97M-V functional and the def2-TZVPD basis.

## Properties
Gap between HOMO and LUMO, eV: 9.12
LUMO energy, Eh: 0.0357
E, eV: -8323.724

Geometry (Å):
1 H -1.7980 0.2126 1.8945
2 C 1.5910 -1.3992 -1.2023
3 H -0.2357 -0.1002 -2.5316
4 H 2.4847 -1.7689 -0.7169
5 C 0.9513 -0.3640 -0.6871
6 C 0.1881 0.6850 1.2111
7 H 1.2275 -1.9204 -2.0742
8 H -1.4853 0.6795 -1.6952
9 N 0.2615 1.8579 1.9103
10 H -1.1856 -0.0828 -0.1131
11 C -0.8270 -0.1906 -1.6249
12 H -1.3207 -1.1588 -1.6671
13 H -0.8456 -1.1693 1.2173
14 H 1.1053 2.3960 1.7971
15 N 1.1106 0.4950 0.2787
16 H -0.2091 1.9235 2.7957
17 C -1.0131 -0.0953 1.2077

---

Energy above the lowest of the compared OMol25 structures with the same formula, charge and spin, respectively: 240.08 348.28 kJ/mol.